69
Properties=species:S:1:pos:R:3:forces:R:3 method="wB97M-V/def2-TZVPD" homo_energy_ha="-0.5749 / -0.5726" total_charge=+3 multiplicity=3 homo_lumo_gap_ev="4.107 / 2.549"
V -0.366 -0.420 0.934 2.3 0.7 1.1
C -0.656 -4.676 2.581 0.0 -0.1 0.0
C -0.643 -3.236 2.227 0.0 -0.3 -0.1
N -0.510 -2.758 1.032 0.0 0.5 -0.2
O -0.231 -3.618 0.076 0.1 -0.4 0.2
B -0.394 -3.095 -1.308 -0.2 0.5 -0.1
F -1.721 -2.769 -1.497 0.1 0.0 0.0
F 0.177 -3.890 -2.205 0.2 -0.1 0.1
O 0.444 -1.714 -1.280 -0.1 -0.4 -0.3
N -0.365 -0.733 -0.889 -0.5 -0.5 -2.2
C -1.296 -0.296 -1.700 0.5 -0.4 -0.1
C -1.308 -0.498 -3.156 0.0 -0.1 0.0
C -2.377 0.316 -0.929 -0.4 0.2 0.4
N -2.082 0.276 0.335 -1.4 0.4 -0.4
O -2.888 0.928 1.206 0.0 0.3 -0.2
B -2.885 0.323 2.514 -0.5 -0.5 0.1
F -3.296 1.076 3.508 0.2 0.2 -0.1
F -3.190 -0.996 2.492 0.2 0.2 0.1
O -1.045 0.214 2.728 -0.8 0.6 0.5
N -0.640 -1.028 2.610 0.4 -1.6 1.4
C -0.897 -2.155 3.186 -0.3 0.0 0.1
C -1.425 -2.332 4.547 -0.1 0.1 0.1
C -3.644 0.800 -1.504 -0.1 0.2 0.0
H -0.208 -5.271 1.789 0.0 0.0 0.0
H -1.691 -5.015 2.693 0.0 0.0 0.0
H -0.151 -4.865 3.528 0.0 0.0 0.0
H -0.351 -0.889 -3.493 0.0 0.1 0.0
H -1.558 0.430 -3.674 0.0 0.1 0.1
H -2.077 -1.234 -3.410 0.0 0.0 0.0
H -1.527 -1.383 5.071 0.0 0.0 0.0
H -0.790 -3.011 5.121 0.1 0.0 -0.1
H -2.408 -2.810 4.487 0.0 0.0 -0.1
H -4.017 0.073 -2.230 0.1 0.0 0.0
H -3.502 1.737 -2.052 0.1 0.0 0.0
H -4.392 0.952 -0.731 0.0 0.0 0.0
C 2.694 -2.967 0.656 0.1 -0.2 0.0
C 2.743 -1.612 1.240 -0.1 0.1 -0.1
N 1.820 -0.675 1.242 -0.1 0.1 0.0
C 2.290 0.487 1.833 -0.4 0.4 -0.1
C 3.582 0.398 2.332 0.5 -0.4 0.1
S 4.229 -1.124 2.021 -0.2 0.4 0.0
C 1.506 1.671 1.802 0.4 -0.4 -0.3
C 1.855 2.874 2.407 -0.2 0.6 0.1
S 0.715 4.058 2.057 0.3 -0.3 0.1
C -0.206 2.907 1.119 0.1 -0.1 -0.2
N 0.332 1.712 1.073 -0.1 -0.2 0.2
C -1.449 3.390 0.476 -0.1 0.1 0.1
H 2.009 -3.026 -0.179 0.0 0.1 0.0
H 2.387 -3.700 1.410 0.0 0.0 0.0
H 3.691 -3.264 0.329 0.0 0.0 0.0
H 4.162 1.165 2.825 0.0 0.0 0.0
H 2.713 3.079 3.031 0.0 0.0 0.0
H -2.291 3.274 1.164 0.0 0.0 0.0
H -1.677 2.846 -0.435 0.1 0.0 0.0
H -1.358 4.455 0.258 0.0 0.0 -0.1
S 3.347 0.599 -3.952 -0.2 -0.2 0.5
C 2.619 0.174 -2.426 0.3 0.1 -0.7
N 1.744 0.995 -1.952 -0.2 0.0 0.5
C 1.581 2.076 -2.806 0.3 -0.2 -0.4
C 0.704 3.140 -2.623 0.0 0.3 -0.2
C 0.655 4.149 -3.574 -0.2 -0.2 0.4
C 1.468 4.106 -4.704 0.3 -0.2 -0.2
C 2.332 3.044 -4.917 -0.1 0.1 0.0
C 2.381 2.029 -3.963 -0.2 0.2 0.2
H 2.888 -0.757 -1.947 0.0 0.0 0.0
H 0.087 3.177 -1.736 -0.1 0.0 0.0
H -0.024 4.981 -3.440 0.0 0.0 0.0
H 1.429 4.911 -5.424 0.0 0.0 0.0
H 2.948 2.999 -5.805 0.0 0.1 0.0